Density functional theory data (ωB97M-V with the def2-TZVPD basis set) for the ion C7H13NO3P with charge -1.

Geometry (Å):
C 0.272 2.392 0.409
C 0.222 -0.327 -1.090
C 1.349 -1.137 -0.343
C -1.004 0.447 -0.400
C 3.493 -1.181 0.954
C -3.659 -0.132 -1.185
C 2.309 -0.348 0.470
N -0.741 1.498 0.408
O -2.956 0.420 1.414
O 1.196 2.481 -0.382
O -2.279 -1.874 0.435
P -2.507 -0.417 0.248
H 0.166 3.111 1.251
H 0.736 0.436 -1.682
H -0.266 -1.033 -1.764
H 1.034 -2.088 0.069
H 3.152 -1.996 1.591
H 4.188 -0.566 1.523
H 4.027 -1.609 0.106
H -3.801 0.931 -1.363
H -3.270 -0.611 -2.080
H -4.614 -0.584 -0.921
H 2.660 0.511 -0.114
H 1.798 0.081 1.351
H -1.503 1.595 1.098

Computed properties:
LUMO energy (spin up / spin down) = 3.256 / 3.502 eV
Kohn-Sham gap (spin up / spin down) = 6.79 / 8.15 eV
total charge = -1
HOMO energy (spin up / spin down) = -3.538 / -4.646 eV

Atomic partial charges in e from the Löwdin method, atoms 1 to 8: atom 1 (C): -0.37, atom 2 (C): -0.17, atom 3 (C): -0.05, atom 4 (C): -0.21, atom 5 (C): -0.13, atom 6 (C): -0.19, atom 7 (C): -0.31, atom 8 (N): 0.01